{"formula": "C5H14N2O", "method": "ωB97M-V/def2-TZVPD", "symbols": ["C", "C", "C", "C", "N", "C", "N", "H", "H", "H", "H", "H", "H", "H", "H", "H", "H", "H", "H", "H", "H", "O"], "coordinates": [[1.25203, -1.28233, -0.68699], [0.14805, -0.31300, -1.16850], [-1.02163, -0.57555, -0.21133], [-1.77432, 0.36869, 0.29849], [-3.12060, -0.09013, 0.71552], [-4.18602, 0.50389, 0.38008], [2.59147, -0.50849, -0.48508], [1.07521, -1.92527, 0.18498], [1.36388, -1.89397, -1.53705], [0.46834, 0.71470, -1.16900], [-0.21706, -0.62733, -2.14916], [-1.14167, -1.72331, -0.00089], [-1.46469, 1.37214, 0.49188], [-3.33349, -1.01622, 1.06176], [-5.18392, 0.12086, 0.32164], [-4.19224, 1.52006, -0.16438], [2.71355, 0.33864, 0.04799], [3.22196, -1.14017, -0.03782], [3.06210, -0.36235, -1.51172], [3.86810, 2.51042, 1.61710], [2.64613, 2.19445, 2.33150], [3.22481, 1.81427, 1.67098]], "atomic_forces_ev_per_a": [[1.26, 1.42, 0.30], [-1.53, -0.60, 2.26], [4.05, -4.65, -2.59], [-4.55, 0.77, 2.80], [1.42, 0.33, -0.32], [-1.29, 4.29, -2.87], [0.49, -1.37, -4.39], [-0.04, 0.54, -0.09], [0.93, -1.17, -0.68], [-0.17, 0.55, -0.20], [0.07, 0.10, -0.33], [-0.34, 2.17, -0.26], [-0.23, 0.94, -0.07], [0.99, -0.97, 0.37], [-0.53, -1.06, 1.02], [0.56, -1.26, 1.11], [-0.66, 1.34, 0.79], [0.92, -0.95, 0.55], [-1.23, -0.10, 2.95], [1.05, 0.45, -0.41], [-0.45, -0.18, 0.45], [-0.74, -0.58, -0.39]], "multiplicity": 2, "total_charge": 3, "total_energy_ev": -10403.3742, "lumo_ev": [-13.57, -17.58], "max_force_ha_per_bohr": 0.1301, "e_homo_ev": [-20.718, -20.713], "homo_lumo_gap_ev": [7.143, 3.135], "de_lowest_kj_mol": 145.8}